No. 1
DFT (ωB97M-V with the def2-TZVPD basis set) results for an isolated ion of composition C6H10ClN2O3 and charge -1 at a distorted geometry.

```
22
Properties=species:S:1:pos:R:3:forces:R:3
C 2.08922 0.61438 -1.04209 -0.63 0.60 -1.46
H -0.28890 2.00297 -0.73501 -0.18 -0.75 1.01
C 2.06939 -1.28940 0.55948 -0.48 -1.41 0.43
N -1.97239 0.96422 0.21711 0.66 0.23 -1.94
H 1.84969 1.73045 -0.91275 0.57 -1.65 -0.09
H 3.21466 0.44442 -0.95937 -1.55 0.19 0.19
C -0.60732 1.56224 0.27102 0.59 0.90 0.37
H -0.67333 2.45358 1.00322 0.24 -1.50 -1.05
N 1.27505 -0.21996 -0.10661 0.56 1.01 1.64
C 0.52682 0.59974 0.85019 0.38 0.60 2.85
H 2.69887 -1.87204 -0.21088 -0.90 1.21 1.09
H 1.76382 0.35425 -2.11778 0.71 0.39 1.47
C -2.45517 -1.47668 0.52899 -1.43 -5.19 3.04
Cl -3.37860 -0.26543 -1.79136 0.86 0.16 0.54
C -2.00771 -0.33064 -0.52134 -0.54 -0.90 0.74
H -1.06217 -0.58036 -1.10302 -1.25 0.26 0.82
H 1.31078 -2.06074 0.96499 1.23 1.28 -0.48
H -2.51732 1.61788 -0.38230 0.40 -0.56 0.82
O -2.61943 -2.80248 0.19633 1.25 5.59 -0.56
H 2.70212 -0.92188 1.44262 -0.76 -0.38 -1.36
O 0.75483 0.61951 2.09701 -0.68 -0.59 -4.58
O -2.67293 -1.14402 1.75158 0.96 0.53 -3.50
```
Positions in Å, forces in eV/Å.

E_HOMO = -3.7 eV
Gap between HOMO and LUMO = 6.6 eV
Total charge = -1

=====

No. 2
DFT (ωB97M-V with the def2-TZVPD basis set) results for C15H39GaIN2O as an isolated structure at a distorted geometry.

```
59
Properties=species:S:1:pos:R:3:forces:R:3
H 4.28753 0.69227 1.51630 0.86 -1.41 -1.27
H -0.80297 -1.93924 1.95106 -0.12 -0.29 0.06
H 6.51672 1.48610 0.45301 -0.94 -1.61 -0.90
C -1.73995 3.16289 0.02671 0.34 0.04 0.05
O 7.36468 -1.47532 0.07322 -0.06 -0.53 -2.61
C -3.16519 -4.08931 0.76415 -0.02 0.39 -0.07
H -3.45764 5.47629 -2.29990 -0.03 -0.13 0.08
C -1.55900 -1.66530 -0.01254 0.00 -0.02 -0.03
H -2.50550 2.70163 -0.60435 -0.18 -0.15 -0.07
C -3.62864 5.27796 -1.23966 -0.37 0.22 -0.20
H -0.26950 5.46421 -2.02450 -0.22 -0.02 0.23
H -1.93535 6.46636 -0.66984 0.12 -0.19 -0.08
C 5.89305 0.68390 -0.12741 0.08 -0.58 -0.56
H 2.08785 -1.37590 0.37184 -0.38 0.26 -0.20
H -0.17222 -4.81008 2.48852 -0.12 0.00 0.02
C -1.24187 3.80275 -2.97158 0.01 -0.01 -0.39
H -0.66766 -1.09978 -0.30467 -0.07 -0.16 0.08
H -4.03000 -4.52828 1.27838 0.21 0.11 0.19
H -4.40362 5.98147 -0.90913 0.09 -0.09 -0.02
H 0.38013 3.92336 -1.58613 -0.19 -0.05 0.09
H -1.77525 -3.16422 3.70074 0.01 0.06 -0.22
H 3.94992 -2.10626 -1.24949 -0.16 0.33 -0.35
H -0.82029 -5.29929 4.05431 -0.03 0.05 -0.14
H 7.82043 0.06566 -1.35072 -1.95 -0.72 0.64
Ga 3.26426 -0.80817 -0.55494 1.07 -0.82 1.43
C -2.43521 -5.19455 0.00731 -0.03 -0.33 -0.22
H 0.19145 2.58668 0.84823 -0.07 -0.01 -0.16
C -0.59602 2.16892 0.21233 0.01 0.06 -0.12
H -3.03470 -5.50379 -0.85674 0.06 0.03 0.07
H -0.43914 -3.27122 0.86140 0.19 0.02 -0.04
H -3.05675 -4.30449 3.42713 -0.02 0.04 -0.23
H 5.12313 -1.02416 1.34864 -0.45 2.03 -1.14
H 7.56239 -2.25342 -0.55929 -0.49 1.83 1.77
C -2.36336 5.48862 -0.41512 0.27 -0.19 0.26
H -1.46271 -4.87336 -0.37399 -0.07 0.02 0.07
H -4.03812 4.27027 -1.13099 0.09 0.07 -0.02
N -2.38860 -3.28825 1.71220 -0.29 -0.13 0.41
H -2.19290 3.31249 1.01523 -0.06 0.28 -0.19
H -0.48735 3.58799 -3.73720 -0.07 -0.01 0.13
H -1.50044 -5.98638 2.58816 0.10 0.07 -0.04
H -1.73431 2.85731 -2.73080 0.05 0.07 0.03
H 5.33994 1.26820 -1.00841 1.28 -1.17 1.81
H -2.34060 -0.94538 0.25173 0.01 -0.14 0.00
H -3.61203 -3.41141 0.02685 0.18 0.05 0.10
N -1.31826 4.46359 -0.50171 -0.20 0.46 0.13
C 6.86662 -0.42472 -0.87574 -0.67 0.17 0.12
H -1.88589 -2.23131 -0.88914 -0.01 0.05 0.04
C -2.11585 -3.93639 2.99904 -0.06 0.35 -0.08
C -1.09383 -5.06791 3.01681 0.16 -0.35 0.21
I 2.53142 0.99354 -2.30624 -0.06 0.08 -0.07
H -2.65932 5.58123 0.63772 0.10 -0.18 -0.03
H -0.96979 1.25988 0.69564 0.01 0.14 -0.08
C 4.74191 -0.07700 0.76029 0.41 0.80 0.03
H -2.29264 -6.08176 0.62632 0.12 0.06 -0.06
C -1.22853 -2.57765 1.16618 -0.16 0.12 -0.16
H 6.19708 -0.99380 -1.65873 1.37 1.36 1.29
H -1.97310 4.47180 -3.42800 -0.07 -0.11 0.03
H -0.15407 1.87060 -0.74230 0.05 0.01 0.15
C -0.57035 4.44213 -1.76018 0.37 -0.24 0.20
```
Positions in Å, forces in eV/Å.

E_HOMO = -4.8 eV
Gap between HOMO and LUMO = 7.6 eV
Total charge = -1